# 1
170
Properties=species:S:1:pos:R:3:mulliken_charge:R:1 method="wB97M-V/def2-TZVPD" lumo_ev=0.1 fmax_ev_per_a=3.39 total_energy_ha=-7620.904540 smiles="COP(=O)(OC)OC.COP(=O)(OC)OC.COP(=O)(OC)OC.COP(=O)(OC)OC.COP(=O)(OC)OC.COP(=O)(OC)OC.COP(=O)(OC)OC.COP(=O)(OC)OC.COP(=O)(OC)OC.COP(=O)(OC)OC" e_above_lowest_ev=7.328
C 3.772 6.187 8.984 -0.67
O 4.873 5.401 9.399 -0.29
P 5.505 4.307 8.343 1.01
O 5.614 4.710 6.902 -0.66
O 6.963 4.163 9.060 -0.34
C 7.074 3.789 10.387 -0.62
O 4.657 2.964 8.703 -0.24
C 4.776 1.737 7.920 -0.72
H 4.007 7.198 8.650 0.25
H 3.125 6.217 9.861 0.26
H 3.279 5.738 8.121 0.31
H 6.222 3.220 10.759 0.33
H 7.233 4.659 11.024 0.24
H 7.938 3.128 10.455 0.26
H 4.900 1.866 6.845 0.34
H 3.808 1.235 7.921 0.27
H 5.457 1.009 8.360 0.28
C -2.731 2.984 7.684 -0.60
O -3.905 3.799 7.643 -0.36
P -4.830 3.959 8.975 1.10
O -5.980 4.878 8.729 -0.69
O -5.217 2.461 9.410 -0.31
C -6.408 2.171 10.211 -0.68
O -3.821 4.415 10.195 -0.30
C -4.395 4.896 11.404 -0.72
H -1.852 3.446 7.234 0.25
H -3.040 2.056 7.204 0.26
H -2.541 2.708 8.721 0.29
H -7.182 1.609 9.688 0.28
H -6.952 3.069 10.505 0.30
H -6.154 1.619 11.115 0.29
H -5.430 5.230 11.329 0.34
H -3.804 5.776 11.656 0.28
H -4.231 4.241 12.259 0.27
C 7.206 1.846 -7.220 -0.69
O 6.331 2.250 -8.284 -0.33
P 4.720 2.054 -8.147 0.96
O 3.912 2.708 -9.219 -0.69
O 4.543 0.469 -8.067 -0.27
C 3.318 -0.164 -7.923 -0.62
O 4.321 2.571 -6.666 -0.22
C 4.136 3.965 -6.370 -0.64
H 8.009 1.263 -7.670 0.30
H 6.872 1.232 -6.385 0.31
H 7.690 2.735 -6.815 0.30
H 3.492 -1.009 -7.257 0.24
H 3.021 -0.529 -8.906 0.25
H 2.572 0.541 -7.556 0.31
H 4.549 4.316 -5.425 0.26
H 3.083 4.235 -6.442 0.24
H 4.736 4.425 -7.155 0.30
C -5.065 -10.818 -5.192 -0.64
O -5.402 -9.771 -4.322 -0.27
P -6.489 -9.835 -3.123 1.03
O -6.098 -10.746 -2.013 -0.68
O -6.592 -8.238 -2.669 -0.31
C -7.444 -7.907 -1.634 -0.71
O -7.883 -10.047 -3.878 -0.32
C -8.139 -9.439 -5.133 -0.73
H -4.741 -10.343 -6.118 0.23
H -5.934 -11.457 -5.352 0.33
H -4.220 -11.363 -4.773 0.26
H -8.140 -8.690 -1.332 0.32
H -8.096 -7.072 -1.892 0.27
H -6.899 -7.552 -0.760 0.27
H -9.017 -8.797 -5.075 0.30
H -8.504 -10.106 -5.914 0.29
H -7.330 -8.779 -5.445 0.35
C 4.426 -14.379 0.943 -0.67
O 4.611 -14.326 -0.464 -0.33
P 4.950 -12.889 -1.126 1.02
O 5.591 -11.915 -0.161 -0.67
O 5.793 -13.267 -2.454 -0.31
C 6.506 -12.318 -3.233 -0.65
O 3.521 -12.416 -1.716 -0.30
C 2.597 -11.649 -0.966 -0.66
H 4.424 -13.404 1.430 0.33
H 5.110 -15.056 1.455 0.25
H 3.402 -14.751 0.983 0.28
H 6.610 -12.625 -4.274 0.27
H 7.522 -12.243 -2.844 0.28
H 6.102 -11.306 -3.269 0.30
H 2.414 -10.786 -1.606 0.28
H 2.750 -11.499 0.102 0.30
H 1.636 -12.153 -1.070 0.28
C -8.113 -0.232 3.048 -0.66
O -9.343 -0.179 2.268 -0.30
P -10.712 -0.530 3.038 1.03
O -10.787 -1.864 3.725 -0.68
O -10.966 0.780 4.062 -0.30
C -12.244 0.796 4.635 -0.70
O -11.819 -0.242 1.877 -0.32
C -11.958 1.029 1.211 -0.61
H -7.435 0.495 2.600 0.25
H -7.709 -1.243 3.007 0.27
H -8.212 0.035 4.100 0.32
H -12.220 1.004 5.705 0.26
H -12.825 -0.110 4.465 0.35
H -12.688 1.719 4.264 0.25
H -12.994 1.226 0.933 0.25
H -11.449 1.020 0.248 0.25
H -11.501 1.825 1.799 0.32
C -1.184 -2.890 -2.611 -0.67
O -0.674 -2.615 -1.344 -0.29
P 0.265 -1.369 -1.079 0.96
O 0.668 -1.122 0.345 -0.71
O 1.539 -1.599 -2.068 -0.15
C 2.378 -2.719 -1.836 -0.71
O -0.509 -0.075 -1.735 -0.27
C -0.302 1.226 -1.269 -0.73
H -1.013 -3.919 -2.927 0.28
H -0.804 -2.244 -3.403 0.33
H -2.266 -2.807 -2.517 0.27
H 3.099 -2.394 -1.086 0.27
H 2.959 -2.877 -2.745 0.26
H 1.909 -3.692 -1.688 0.30
H -1.188 1.657 -0.804 0.27
H -0.025 1.900 -2.080 0.29
H 0.517 1.381 -0.567 0.32
C -3.907 1.225 -10.764 -0.67
O -4.296 0.727 -9.478 -0.32
P -5.582 1.286 -8.675 1.04
O -6.858 1.218 -9.460 -0.67
O -5.487 0.477 -7.247 -0.29
C -6.535 0.594 -6.271 -0.65
O -5.088 2.812 -8.337 -0.31
C -3.965 3.127 -7.551 -0.67
H -3.829 0.371 -11.437 0.27
H -2.868 1.529 -10.640 0.26
H -4.568 1.969 -11.209 0.33
H -7.226 1.396 -6.530 0.33
H -6.079 0.864 -5.318 0.25
H -7.086 -0.344 -6.208 0.25
H -3.577 2.235 -7.060 0.31
H -4.134 3.817 -6.724 0.28
H -3.219 3.386 -8.303 0.27
C 0.175 12.789 1.006 -0.69
O -0.300 11.977 2.049 -0.28
P -0.609 10.416 1.714 1.05
O -1.713 10.161 0.764 -0.68
O -0.839 9.775 3.199 -0.30
C -1.528 10.602 4.107 -0.65
O 0.825 9.844 1.174 -0.34
C 2.024 10.129 1.825 -0.64
H -0.437 13.691 0.973 0.25
H 0.213 12.217 0.079 0.35
H 1.184 13.055 1.319 0.25
H -0.927 11.370 4.593 0.24
H -1.805 9.914 4.906 0.26
H -2.455 10.992 3.686 0.34
H 2.399 9.165 2.170 0.26
H 1.883 10.785 2.684 0.32
H 2.697 10.660 1.151 0.26
C 12.683 -0.819 -2.826 -0.72
O 12.788 0.569 -2.526 -0.29
P 12.229 1.216 -1.191 1.02
O 12.854 0.717 0.063 -0.67
O 12.486 2.792 -1.520 -0.29
C 13.775 3.361 -1.582 -0.67
O 10.613 1.079 -1.327 -0.25
C 9.755 1.584 -0.334 -0.69
H 12.218 -1.465 -2.082 0.31
H 13.641 -1.289 -3.049 0.29
H 12.190 -0.916 -3.794 0.28
H 14.284 3.349 -2.545 0.23
H 14.410 2.973 -0.786 0.35
H 13.488 4.375 -1.302 0.24
H 8.781 1.099 -0.409 0.24
H 9.520 2.644 -0.426 0.26
H 10.196 1.317 0.627 0.35

***

# 2
18
Properties=species:S:1:pos:R:3:mulliken_charge:R:1 method="wB97M-V/def2-TZVPD" lumo_ev=0.6 fmax_ev_per_a=17.89 total_energy_ha=-431.412188 smiles=NCCCc1nnn[nH]1 e_above_lowest_ev=5.309
N -3.327 -0.351 -0.682 -0.48
C -2.972 0.219 0.617 -0.47
C -1.349 0.355 0.754 -0.38
C -0.624 -0.102 -0.440 -0.32
C 0.826 -0.187 -0.219 0.20
N 1.712 -1.157 0.161 -0.32
N 2.921 -0.595 0.239 -0.27
N 2.907 0.592 0.028 -0.30
N 1.661 0.975 -0.410 0.24
H -4.176 -0.609 -0.776 0.14
H -3.272 0.331 -1.272 0.15
H -3.284 -0.580 1.413 0.30
H -3.453 1.130 0.851 0.31
H -1.003 1.417 1.014 0.25
H -0.957 -0.372 1.673 0.22
H -0.823 -1.408 -0.624 0.25
H -0.892 0.365 -1.308 0.44
H 1.451 1.762 -0.590 0.03

***

# 3
19
Properties=species:S:1:pos:R:3:mulliken_charge:R:1 method="wB97M-V/def2-TZVPD" lumo_ev=1.1 fmax_ev_per_a=1.22 total_energy_ha=-198.878272 smiles=CCC.CC e_above_lowest_ev=0.296
C -0.235 2.599 -1.265 -1.09
C 1.150 2.200 -0.731 -0.15
C 1.044 1.107 0.348 -0.97
H -0.312 3.653 -1.547 0.33
H -1.016 2.475 -0.505 0.30
H -0.528 2.027 -2.151 0.27
H 1.801 1.999 -1.577 0.31
H 1.502 3.052 -0.153 0.22
H 0.382 1.558 1.100 0.31
H 0.622 0.121 0.112 0.11
H 2.013 0.936 0.815 0.33
C -0.386 -2.999 1.254 -0.80
C -1.223 -2.434 0.095 -0.82
H 0.418 -2.357 1.593 0.26
H -1.022 -3.095 2.137 0.27
H 0.036 -3.965 0.981 0.27
H -0.696 -2.480 -0.855 0.27
H -2.136 -3.012 0.050 0.33
H -1.413 -1.386 0.297 0.22

***

# 4
57
Properties=species:S:1:pos:R:3:mulliken_charge:R:1 method="wB97M-V/def2-TZVPD" lumo_ev=-1.2 fmax_ev_per_a=1.36 total_energy_ha=-2941.234781 e_above_lowest_ev=0.393
Zr -0.670 -0.501 -1.528 0.03
S -3.023 -1.017 -0.606 -0.48
C -3.334 0.476 -1.475 1.08
S -2.014 1.597 -1.853 -0.45
C -4.600 0.788 -1.871 0.36
C -4.888 2.037 -2.523 -0.11
N -5.109 3.039 -3.043 -0.47
C -5.699 -0.094 -1.577 -0.14
N -6.580 -0.793 -1.337 -0.47
S 3.935 -0.449 -2.245 -0.25
C 3.470 1.113 -2.746 -0.39
C 2.125 1.304 -2.643 -0.26
C 1.420 0.190 -2.092 0.30
C 2.309 -0.832 -1.830 0.25
C 1.944 -2.136 -1.268 0.93
C 2.846 -3.174 -1.046 -0.99
C 2.392 -4.366 -0.523 -0.41
C 1.043 -4.527 -0.222 -0.79
C 0.202 -3.467 -0.459 -0.44
N 0.639 -2.300 -0.961 0.27
H 4.213 1.801 -3.121 0.49
H 1.650 2.229 -2.941 0.45
H 3.889 -3.040 -1.298 0.43
H 3.087 -5.179 -0.357 0.43
H 0.651 -5.451 0.177 0.43
H -0.861 -3.532 -0.260 0.49
B -1.337 -2.809 -5.729 0.23
C -1.123 -2.033 -4.393 0.05
N -0.964 -1.471 -3.387 -0.80
H -2.457 -3.272 -5.671 -0.10
H -1.206 -1.999 -6.622 -0.11
H -0.476 -3.669 -5.747 -0.11
N -0.098 0.060 0.567 -0.12
S -0.381 1.488 1.247 0.46
C -1.084 1.172 2.836 0.44
C -0.333 0.642 3.880 -0.27
C -0.974 0.329 5.066 -0.72
C -2.343 0.548 5.198 -0.42
C -3.079 1.073 4.148 -0.63
C -2.449 1.389 2.950 -0.42
C 1.204 2.180 1.679 0.29
C 2.351 1.672 1.095 -0.14
C 3.569 2.280 1.385 -0.62
C 3.621 3.374 2.233 -0.49
C 2.454 3.881 2.798 -0.61
C 1.235 3.289 2.518 -0.44
H 0.339 -0.571 1.233 0.20
H 0.735 0.494 3.773 0.43
H -0.407 -0.081 5.892 0.40
H -2.837 0.305 6.130 0.40
H -4.144 1.233 4.252 0.41
H -3.013 1.780 2.112 0.44
H 2.296 0.838 0.408 0.27
H 4.475 1.896 0.933 0.45
H 4.571 3.844 2.453 0.39
H 2.495 4.740 3.455 0.40
H 0.324 3.680 2.957 0.45

***

# 5
71
Properties=species:S:1:pos:R:3:mulliken_charge:R:1 method="wB97M-V/def2-TZVPD" lumo_ev=-2.2 fmax_ev_per_a=3.15 total_energy_ha=-1940.406116 e_above_lowest_ev=0.405 charge=+1
Pb -0.326 0.062 -1.002 1.19
P 0.239 -2.545 -0.881 -0.02
P 0.236 2.632 -0.562 -0.10
N 1.930 0.089 -1.540 -0.12
C 1.858 -2.403 -1.685 -1.02
H 2.422 -3.304 -1.416 0.39
H 1.695 -2.406 -2.775 0.49
C 2.660 -1.133 -1.285 -0.68
H 2.989 -1.235 -0.222 0.13
H 3.594 -1.132 -1.883 0.47
C 2.658 1.273 -1.141 -0.59
H 3.589 1.345 -1.737 0.47
H 2.991 1.244 -0.074 0.05
C 1.856 2.584 -1.379 -1.06
H 1.691 2.722 -2.460 0.48
H 2.422 3.443 -1.001 0.39
C 0.361 3.320 1.135 0.73
C -0.815 2.912 2.035 -1.06
H -0.576 3.185 3.074 0.49
H -0.987 1.829 2.016 -0.07
H -1.745 3.419 1.752 0.25
C -1.090 3.409 -1.603 0.78
C -2.477 3.424 -0.939 -1.28
H -3.216 3.733 -1.692 0.48
H -2.528 4.138 -0.107 0.27
H -2.795 2.439 -0.566 0.07
C -1.085 -3.188 -2.014 0.83
C -2.472 -3.289 -1.359 -1.28
H -3.210 -3.503 -2.146 0.48
H -2.792 -2.359 -0.864 0.07
H -2.521 -4.103 -0.624 0.28
C 0.365 -3.441 0.716 0.71
C -0.808 -3.148 1.662 -1.01
H -0.573 -3.555 2.657 0.50
H -1.742 -3.608 1.316 0.23
H -0.971 -2.071 1.783 -0.10
C -2.924 -0.040 0.456 0.16
C -0.635 4.761 -2.144 -1.46
H -0.575 5.527 -1.361 0.23
H 0.342 4.688 -2.642 0.34
H -1.370 5.079 -2.894 0.47
C -0.633 -4.464 -2.720 -1.48
H -1.371 -4.684 -3.502 0.47
H 0.344 -4.334 -3.207 0.35
H -0.576 -5.321 -2.038 0.23
C 0.618 -4.933 0.504 -1.56
H 0.931 -5.355 1.469 0.46
H -0.294 -5.457 0.176 0.26
H 1.425 -5.117 -0.222 0.34
C 0.614 4.827 1.112 -1.57
H -0.297 5.388 0.852 0.26
H 0.927 5.123 2.124 0.46
H 1.423 5.100 0.415 0.35
H 1.266 2.815 1.524 0.34
H 1.270 -2.988 1.165 0.31
H -1.162 2.720 -2.469 0.26
H -1.155 -2.396 -2.786 0.19
O -3.812 -0.074 1.175 -0.27
H -0.438 -0.034 -3.744 -0.01
H -1.181 0.109 -3.639 0.02
C -1.022 -0.258 3.865 -0.37
N 0.431 -0.198 3.858 -0.23
C 1.157 -0.114 2.709 0.28
N 2.494 -0.023 2.911 -0.45
O 0.647 -0.107 1.547 -0.15
H -1.386 -0.191 2.839 -0.22
H -1.434 0.574 4.456 0.32
H -1.362 -1.202 4.315 0.31
H 0.919 -0.205 4.740 0.18
H 3.114 0.038 2.122 0.21
H 2.881 -0.029 3.844 0.15

***

# 6
10
Properties=species:S:1:pos:R:3:mulliken_charge:R:1 method="wB97M-V/def2-TZVPD" lumo_ev="0.3 / 0.3" fmax_ev_per_a=4.53 total_energy_ha=-247.078920 e_above_lowest_ev=6.213
C 0.495 -0.559 1.232 0.04
C 0.165 -0.279 -0.018 0.25
C 0.277 0.002 -1.411 -0.92
N -1.447 0.451 1.119 -0.44
O -0.456 -0.100 2.090 -0.29
H 1.431 -1.077 1.505 0.36
H 0.422 1.048 -1.944 0.25
H 1.177 -0.495 -1.891 0.29
H -0.577 -0.518 -1.897 0.26
H -1.488 1.528 1.214 0.22

***

# 7
117
Properties=species:S:1:pos:R:3:mulliken_charge:R:1 method="wB97M-V/def2-TZVPD" lumo_ev="2.3 / 2.3" fmax_ev_per_a=2.31 total_energy_ha=-2460.687027 e_above_lowest_ev=1.547 charge=-1
Pt -0.735 1.513 -0.490 2.73
C -2.574 4.066 0.166 -1.08
N -2.915 2.809 -0.479 0.52
C -3.589 3.073 -1.734 -1.27
C -3.720 1.988 0.414 -0.14
C -3.710 0.486 0.065 -1.39
N -2.427 -0.014 -0.435 1.11
C -2.579 -0.459 -1.833 -1.53
C -1.343 -0.729 -2.656 0.04
C -1.095 -2.023 -3.069 -0.55
C -0.115 -2.314 -4.003 -0.68
C 0.622 -1.236 -4.500 -0.28
C 0.411 0.079 -4.133 0.23
C -0.603 0.374 -3.170 0.40
O -0.878 1.575 -2.790 -1.49
C 1.151 1.226 -4.821 2.65
C 0.109 2.025 -5.621 -1.73
C 2.235 0.749 -5.796 -2.48
C 1.819 2.156 -3.802 -1.48
C 0.128 -3.724 -4.531 2.16
C 1.488 -4.238 -4.038 -1.71
C -0.961 -4.708 -4.080 -2.13
C 0.121 -3.712 -6.068 -1.73
C -1.847 -1.077 0.385 -1.84
C -1.427 -0.802 1.827 0.26
C -1.181 -1.952 2.556 -1.00
C -0.689 -1.935 3.851 -0.40
C -0.499 -0.689 4.438 -0.22
C -0.715 0.496 3.767 -0.53
C -1.157 0.468 2.405 -0.09
O -1.327 1.570 1.763 -0.73
C -0.540 1.849 4.456 2.86
C 0.028 1.725 5.873 -2.46
C 0.397 2.785 3.674 -1.82
C -1.929 2.504 4.533 -1.49
C -0.367 -3.248 4.551 2.14
C 0.542 -4.100 3.651 -1.46
C 0.356 -3.044 5.886 -2.05
C -1.671 -4.016 4.815 -1.83
H -3.475 4.661 0.402 0.32
H -1.937 4.656 -0.493 0.32
H -2.034 3.866 1.089 0.21
H -4.481 3.707 -1.588 0.36
H -3.905 2.144 -2.199 0.39
H -2.902 3.568 -2.420 0.26
H -4.770 2.335 0.443 0.58
H -3.291 2.093 1.409 -0.65
H -4.485 0.287 -0.685 0.62
H -3.984 -0.065 0.972 0.54
H -3.125 0.333 -2.355 0.37
H -3.213 -1.367 -1.835 0.42
H -1.710 -2.810 -2.662 0.44
H 1.393 -1.455 -5.220 0.54
H -0.400 1.375 -6.332 0.34
H 0.583 2.841 -6.169 0.46
H -0.627 2.437 -4.937 0.31
H 1.808 0.164 -6.610 0.42
H 2.984 0.154 -5.275 0.41
H 2.738 1.615 -6.231 0.46
H 1.094 2.479 -3.062 0.05
H 2.232 3.040 -4.293 0.61
H 2.626 1.645 -3.286 0.21
H 1.501 -4.289 -2.951 0.36
H 2.284 -3.569 -4.354 0.31
H 1.696 -5.233 -4.436 0.45
H -0.951 -4.840 -3.001 0.37
H -0.797 -5.683 -4.540 0.44
H -1.945 -4.353 -4.383 0.41
H 0.953 -3.134 -6.460 0.33
H -0.804 -3.271 -6.433 0.34
H 0.202 -4.727 -6.459 0.48
H -0.954 -1.421 -0.156 0.46
H -2.560 -1.927 0.415 0.49
H -1.368 -2.901 2.069 0.45
H -0.156 -0.656 5.457 0.57
H 0.996 1.232 5.856 0.35
H -0.644 1.173 6.525 0.43
H 0.162 2.720 6.292 0.45
H 1.433 2.456 3.744 0.32
H 0.335 3.800 4.074 0.59
H 0.117 2.811 2.625 0.07
H -2.629 1.847 5.049 0.31
H -2.295 2.672 3.525 0.04
H -1.891 3.460 5.057 0.49
H 1.438 -3.544 3.383 0.12
H 0.034 -4.381 2.732 0.34
H 0.829 -5.014 4.171 0.50
H 1.281 -2.492 5.738 0.30
H 0.598 -4.015 6.319 0.45
H -0.271 -2.506 6.595 0.37
H -2.207 -4.184 3.883 0.31
H -2.312 -3.444 5.484 0.36
H -1.464 -4.984 5.273 0.47
C 3.774 -1.982 2.791 -0.88
C 3.852 -2.227 1.429 -0.53
C 3.143 -1.445 0.536 -0.63
C 2.372 -0.369 0.966 0.14
C 2.288 -0.157 2.338 0.00
C 2.959 -0.957 3.245 0.01
Si 1.488 0.760 -0.304 1.16
C 2.268 2.528 -0.124 0.41
C 3.625 2.810 -0.023 -0.67
C 4.087 4.117 -0.033 -0.59
C 3.195 5.172 -0.120 -0.58
C 1.836 4.915 -0.200 -0.90
C 1.391 3.608 -0.203 -0.21
H 4.335 -2.590 3.490 0.33
H 4.482 -3.031 1.068 0.38
H 3.202 -1.663 -0.524 0.44
H 1.662 0.639 2.700 0.14
H 2.858 -0.783 4.308 0.41
H 2.160 0.211 -1.534 -0.43
H 4.328 1.993 0.052 0.38
H 5.148 4.321 0.020 0.38
H 3.554 6.192 -0.120 0.35
H 1.134 5.737 -0.263 0.41
H 0.310 3.391 -0.284 0.30

***

# 8
16
Properties=species:S:1:pos:R:3:mulliken_charge:R:1 method="wB97M-V/def2-TZVPD" lumo_ev="-5.5 / -5.5" fmax_ev_per_a=5.31 total_energy_ha=-972.225844 e_above_lowest_ev=0.000 charge=+1
C -1.564 0.506 -0.636 -0.51
C -1.404 -1.754 -0.023 -0.28
C -0.222 0.579 -0.730 -0.20
C -2.190 -0.666 -0.162 0.51
C -0.076 -1.740 -0.223 0.53
N 0.825 -2.740 -0.128 0.02
N 1.915 -0.706 -0.777 -0.88
N 0.587 -0.618 -0.703 0.67
N 1.944 -2.485 -0.317 -0.23
F 1.270 0.565 2.246 -0.39
Cl -3.883 -0.686 0.170 -0.11
H -2.122 1.449 -0.733 0.38
H -1.944 -2.710 0.273 0.39
H 0.359 1.415 -1.121 0.40
H 2.634 -0.238 -0.282 0.31
H 1.779 1.203 2.677 0.40